Record 1
Entry from the Open Molecules 2025 dataset: a 2-piece molecular cluster, CH5FSi overall (the ωB97M-V functional and the def2-TZVPD basis).

<S²>: 2.0039
Charge: 0
LUMO (spin up / spin down), eV: 1.148 / -2.135
2S+1: 3
HOMO-LUMO gap (spin up / spin down), eV: 8.20 / 9.48

Cartesian coordinates (Å):
1 C -0.82006 0.38845 -0.07696
2 F -2.00975 -0.22878 0.09128
3 Si 0.84530 -0.53756 0.01741
4 H -0.81595 1.13627 -0.90141
5 H -1.01368 1.57618 1.28346
6 H 1.59716 0.29934 -0.91950
7 H 0.73333 -1.88770 -0.80201
8 H 1.48366 -0.74620 1.30774

---

Record 2
Entry from the Open Molecules 2025 dataset: CH5INO as an isolated structure (the ωB97M-V functional and the def2-TZVPD basis).

Charge: +1
LUMO, eV: -4.816
HOMO-LUMO gap, eV: 8.87

Cartesian coordinates (Å):
1 C 0.10681 -0.15664 0.49729
2 N 0.24336 1.01870 -0.93550
3 O 1.09934 0.00623 1.18195
4 I 0.53236 -2.91183 -0.36223
5 H -0.29446 -3.18912 0.76537
6 H 1.21985 1.18932 -0.92309
7 H -0.42104 1.82227 -0.84842
8 H -0.10173 0.52824 -1.72683
9 H 1.69979 0.45199 0.69101

---

Record 3
Entry from the Open Molecules 2025 dataset: an isolated molecule of CH5INP (the ωB97M-V functional and the def2-TZVPD basis).

SMILES: CNPI
Charge: 0
LUMO, eV: -0.590
HOMO-LUMO gap, eV: 7.98

Cartesian coordinates (Å):
1 C -0.80848 -0.85030 -0.52647
2 N -0.42916 0.38918 0.27027
3 P 0.83609 1.31152 -0.23180
4 I 3.32267 0.17598 0.80817
5 H -0.63779 -0.84476 -1.67056
6 H -0.43679 -1.81272 -0.12805
7 H -1.80769 -0.91808 -0.46041
8 H -0.92067 0.32479 1.21880
9 H 0.88181 2.22440 0.72005

---

Record 4
Entry from the Open Molecules 2025 dataset: a 2-piece molecular cluster, CH5INP overall (the ωB97M-V functional and the def2-TZVPD basis).

SMILES: [H]/N=P/C.I
Charge: 0
LUMO, eV: -0.352
HOMO-LUMO gap, eV: 9.14

Cartesian coordinates (Å):
1 H -0.17039 -2.41812 0.30091
2 N -0.15478 -1.39201 0.08197
3 P 1.27300 -0.85397 0.40201
4 C 1.12630 0.90291 -0.17922
5 H 0.05368 1.18383 0.00564
6 H 1.16490 0.97920 -1.18907
7 H 1.87666 1.53900 0.24326
8 I -3.23184 0.36970 0.37825
9 H -1.93753 -0.31054 -0.04375

---

Listing calculated total energy for the structures above in their given order: -11706.363 -12744.822 -19996.935 -19996.495 eV.
Listing energy above the lowest of the compared OMol25 structures with the same formula, charge and spin for the structures above in their given order: 9.2 386.3 144.1 186.5 kJ/mol.